# 1
{
  "formula": "C25H17F5N5O4Re",
  "method": "ωB97M-V/def2-TZVPD",
  "species": ["Re", "C", "C", "N", "N", "C", "O", "C", "C", "C", "C", "C", "C", "C", "C", "C", "C", "C", "N", "H", "H", "H", "H", "H", "H", "H", "H", "H", "H", "H", "H", "C", "N", "C", "C", "C", "O", "N", "C", "O", "H", "H", "H", "H", "H", "F", "C", "C", "F", "C", "F", "C", "O", "C", "F", "C", "F"],
  "positions_angstrom": [[-0.13, 0.19, -0.55], [-1.70, 1.31, 3.33], [-1.28, 1.27, 1.91], [-1.00, 0.13, 1.30], [-1.16, -1.03, 1.88], [-0.74, -2.05, 1.13], [-0.22, -1.85, -0.01], [-0.95, -3.41, 1.63], [-0.78, -4.47, 0.74], [-1.04, -5.76, 1.15], [-1.45, -6.01, 2.45], [-1.59, -4.96, 3.35], [-1.34, -3.66, 2.95], [-1.11, 2.44, 1.09], [-1.43, 3.73, 1.52], [-1.25, 4.81, 0.67], [-0.73, 4.58, -0.59], [-0.41, 3.28, -0.95], [-0.60, 2.23, -0.16], [-1.90, 0.30, 3.69], [-2.58, 1.93, 3.47], [-0.89, 1.72, 3.93], [-0.47, -4.26, -0.27], [-0.93, -6.57, 0.44], [-1.66, -7.02, 2.77], [-1.90, -5.16, 4.36], [-1.44, -2.84, 3.64], [-1.82, 3.88, 2.51], [-1.52, 5.80, 0.99], [-0.56, 5.39, -1.29], [0.01, 3.09, -1.93], [4.27, 2.08, 2.40], [3.67, 1.36, 1.29], [4.43, 0.88, 0.29], [3.91, 0.22, -0.78], [2.50, 0.06, -0.82], [1.81, -0.41, -1.74], [1.76, 0.54, 0.22], [2.28, 1.22, 1.28], [1.57, 1.69, 2.16], [4.86, 1.41, 3.02], [3.46, 2.49, 3.00], [4.89, 2.89, 2.03], [5.49, 1.06, 0.38], [4.52, -0.15, -1.58], [-0.90, -0.27, -7.41], [-1.07, -0.22, -6.09], [-0.21, 0.54, -5.30], [0.76, 1.27, -5.85], [-0.39, 0.55, -3.93], [0.43, 1.29, -3.13], [-1.39, -0.19, -3.26], [-1.52, -0.19, -1.98], [-2.26, -0.93, -4.11], [-3.25, -1.62, -3.56], [-2.10, -0.94, -5.49], [-2.94, -1.65, -6.23]],
  "charge": 1,
  "spin_multiplicity": 2,
  "gap_ev": [5.3421, 5.6500],
  "s_squared": 0.768,
  "homo_energy_ev": [-10.8, -10.8]
}



# 2
{
  "formula": "C6H13N2SSi",
  "method": "ωB97M-V/def2-TZVPD",
  "species": ["C", "C", "C", "C", "C", "C", "N", "N", "Si", "S", "H", "H", "H", "H", "H", "H", "H", "H", "H", "H", "H", "H", "H"],
  "positions_angstrom": [[1.30, -1.21, -0.35], [-1.30, -1.47, 0.08], [-0.45, -2.74, -0.37], [1.87, 1.11, 0.75], [-1.16, 2.09, 1.48], [-0.04, 1.71, -1.52], [-0.39, -0.58, 0.63], [0.90, -2.33, -0.73], [-0.11, 1.11, 0.29], [2.62, -0.28, -0.19], [-1.81, -1.09, -0.76], [-2.11, -1.93, 0.73], [-0.42, -3.37, 0.57], [-1.03, -3.27, -1.26], [2.36, 2.16, 0.38], [2.26, 0.88, 1.71], [-0.88, 3.12, 1.53], [-2.21, 2.01, 1.26], [-1.08, 1.64, 2.57], [1.04, 2.06, -1.63], [-0.13, 0.86, -2.27], [-0.81, 2.43, -1.65], [1.59, -2.91, -1.25]],
  "charge": 1,
  "gap_ev": 9.0592,
  "homo_energy_ev": -13.4
}



# 3
{
  "formula": "C19H29ClN4O3S",
  "method": "ωB97M-V/def2-TZVPD",
  "species": ["C", "C", "C", "C", "C", "C", "C", "N", "C", "O", "C", "N", "C", "C", "N", "S", "O", "O", "N", "C", "C", "H", "H", "C", "C", "H", "H", "H", "C", "C", "H", "H", "H", "H", "H", "H", "H", "C", "C", "H", "H", "H", "H", "H", "H", "H", "H", "H", "H", "H", "H", "Cl", "H", "H", "H", "H", "H"],
  "positions_angstrom": [[1.15, -5.02, -1.33], [2.45, -4.44, -0.76], [3.18, -5.31, -0.09], [4.51, -4.99, 0.55], [5.12, -3.61, 0.41], [4.30, -2.93, -0.38], [3.06, -3.42, -0.85], [2.36, -2.30, -1.86], [2.59, -1.03, -2.16], [3.47, -0.39, -1.69], [1.34, -0.52, -3.12], [0.46, 0.27, -2.36], [0.84, 1.69, -1.52], [1.28, 1.45, -0.32], [0.62, 0.77, 0.61], [-0.60, 1.35, 1.62], [0.08, 2.63, 2.29], [-1.15, 0.43, 2.51], [-1.85, 2.11, 0.38], [-1.91, 3.34, 0.30], [-2.48, 4.17, 1.44], [-2.02, 3.78, 2.32], [-2.71, 5.14, 1.19], [-4.04, 3.36, 1.66], [-4.59, 4.33, 2.62], [-4.83, 5.31, 2.70], [-4.05, 4.03, 3.94], [-5.74, 3.78, 2.83], [-3.83, 1.90, 1.90], [-3.13, 1.38, 0.74], [-3.66, 1.56, -0.37], [-2.81, 0.42, 0.83], [-3.33, 1.81, 2.74], [-4.75, 1.58, 2.03], [-4.51, 3.72, 0.81], [-2.49, 3.62, -0.80], [-0.75, 3.96, 0.18], [-0.01, -0.80, 0.19], [-0.47, -0.51, -1.33], [-0.68, -1.63, -1.82], [-1.53, 0.01, -1.06], [-0.63, -1.31, 0.81], [1.12, -1.31, 0.13], [1.53, 2.42, 0.33], [2.43, 0.97, -0.41], [1.34, 2.19, -2.25], [-0.24, 2.19, -1.46], [1.79, 0.35, -3.45], [0.90, -1.13, -3.64], [1.47, -2.91, -2.22], [4.63, -1.82, -0.69], [6.50, -3.22, 0.92], [5.00, -5.55, 1.06], [2.86, -6.44, 0.27], [0.91, -6.02, -0.96], [0.22, -4.51, -1.00], [1.32, -4.90, -2.43]],
  "gap_ev": 8.6614,
  "homo_energy_ev": -8.3
}



# 4
{
  "formula": "C4H6N2O2",
  "method": "ωB97M-V/def2-TZVPD",
  "species": ["O", "C", "C", "N", "N", "C", "O", "C", "H", "H", "H", "H", "H", "H"],
  "positions_angstrom": [[-0.47, -0.22, 1.63], [-0.42, 0.75, 0.64], [-1.22, 0.57, -0.58], [-1.18, -0.53, -1.28], [-0.61, -1.72, -0.84], [0.59, -1.59, -0.61], [1.27, -0.34, -0.59], [1.01, 0.80, 0.16], [-0.94, -1.09, 1.16], [-0.44, 1.74, 1.00], [-1.70, 1.38, -1.02], [1.38, -2.28, -0.43], [1.23, 1.82, -0.33], [1.50, 0.73, 1.08]],
  "gap_ev": 10.3102,
  "homo_energy_ev": -9.6,
  "smiles": "O[C@@H]1C=NN=COC1"
}



# 5
{
  "formula": "C7H6OS",
  "method": "ωB97M-V/def2-TZVPD",
  "species": ["C", "C", "O", "C", "C", "C", "C", "C", "S", "H", "H", "H", "H", "H", "H"],
  "positions_angstrom": [[2.52, -0.98, -0.21], [1.88, 0.42, -0.19], [2.41, 1.52, -0.24], [0.42, 0.42, -0.23], [-0.55, -0.87, -0.30], [-1.87, -0.95, -0.03], [-2.39, 0.24, 0.56], [-1.93, 1.44, 0.32], [-0.43, 1.95, -0.55], [3.59, -0.70, -0.42], [2.24, -1.70, -0.91], [2.44, -1.32, 0.81], [-2.40, -1.96, -0.12], [-3.30, 0.25, 1.09], [-2.63, 2.22, 0.41]],
  "gap_ev": [7.8998, 6.9210],
  "homo_energy_ev": [-9.1, -7.9],
  "smiles": "CC(=O)C1=C=CC=CS1"
}



# 6
{
  "formula": "C4H10N3",
  "method": "ωB97M-V/def2-TZVPD",
  "species": ["C", "N", "N", "C", "C", "C", "N", "H", "H", "H", "H", "H", "H", "H", "H", "H", "H"],
  "positions_angstrom": [[0.09, -1.86, -1.05], [-0.36, -0.64, -0.38], [-1.51, -0.66, 0.28], [-1.76, 0.50, 0.72], [-0.78, 1.52, 0.24], [0.28, 0.53, -0.40], [1.57, 0.32, 0.73], [0.94, -2.28, -0.46], [-0.76, -2.55, -1.06], [0.46, -1.49, -2.03], [-2.55, 0.86, 1.36], [-1.30, 2.10, -0.48], [-0.37, 2.09, 1.00], [0.82, 0.89, -1.23], [2.03, 1.15, 1.19], [2.18, -0.20, 0.18], [1.01, -0.27, 1.40]],
  "charge": 1,
  "gap_ev": 9.7086,
  "homo_energy_ev": -13.2,
  "smiles": "CN1N=CC[C@H]1[NH3+]"
}



# 7
{
  "formula": "C29H46N11O13PW",
  "method": "ωB97M-V/def2-TZVPD",
  "species": ["W", "C", "C", "C", "O", "C", "O", "O", "H", "H", "H", "H", "H", "H", "H", "O", "N", "O", "N", "P", "N", "C", "C", "C", "C", "C", "N", "C", "C", "C", "C", "C", "N", "C", "C", "C", "C", "C", "H", "H", "H", "H", "H", "H", "H", "H", "H", "H", "H", "H", "H", "H", "H", "H", "H", "H", "H", "H", "H", "H", "H", "H", "H", "H", "H", "H", "H", "H", "O", "N", "O", "C", "C", "C", "C", "O", "C", "C", "N", "O", "O", "N", "O", "O", "H", "H", "C", "N", "C", "C", "O", "N", "C", "N", "H", "H", "H", "H", "H", "H", "H"],
  "positions_angstrom": [[-0.64, -0.29, 0.79], [2.61, 0.32, 3.45], [1.63, -0.84, 3.63], [1.94, -1.66, 4.87], [0.29, -0.34, 3.68], [1.70, -1.73, 2.40], [2.58, -2.56, 2.28], [0.78, -1.62, 1.47], [2.62, 0.93, 4.36], [2.29, 0.94, 2.61], [3.61, -0.06, 3.26], [1.95, -1.01, 5.75], [2.91, -2.14, 4.77], [1.18, -2.43, 5.01], [0.21, 0.24, 4.45], [-1.82, 1.99, 3.77], [-1.96, 1.25, 2.87], [-0.91, 1.31, 1.99], [1.06, 0.73, 0.57], [1.26, 1.42, -0.88], [1.68, 0.52, -2.22], [1.87, -0.93, -2.09], [0.82, -1.75, -2.84], [0.70, -1.30, -4.30], [0.36, 0.19, -4.32], [1.47, 0.95, -3.60], [0.26, 2.69, -1.36], [-0.89, 2.62, -2.29], [-1.73, 3.90, -2.23], [-0.83, 5.11, -2.04], [-0.12, 5.03, -0.68], [-0.02, 3.58, -0.21], [2.65, 2.31, -0.58], [3.31, 3.03, -1.66], [4.79, 3.23, -1.37], [5.01, 4.08, -0.11], [3.85, 3.87, 0.87], [3.29, 2.46, 0.73], [1.87, -1.19, -1.03], [2.86, -1.17, -2.49], [-0.14, -1.60, -2.36], [1.09, -2.81, -2.77], [-0.07, -1.88, -4.81], [1.65, -1.46, -4.83], [-0.60, 0.35, -3.81], [0.27, 0.56, -5.34], [1.30, 2.03, -3.62], [2.40, 0.76, -4.14], [-1.53, 1.76, -2.09], [-0.52, 2.52, -3.31], [-2.45, 3.84, -1.40], [-2.30, 3.97, -3.15], [-1.40, 6.04, -2.11], [-0.09, 5.13, -2.85], [-0.67, 5.60, 0.07], [0.88, 5.46, -0.75], [-0.95, 3.26, 0.29], [0.77, 3.48, 0.53], [2.83, 4.02, -1.83], [3.20, 2.48, -2.60], [5.27, 3.69, -2.24], [5.24, 2.24, -1.24], [5.09, 5.13, -0.38], [5.95, 3.80, 0.36], [3.04, 4.58, 0.67], [4.18, 4.03, 1.90], [2.55, 2.25, 1.51], [4.10, 1.73, 0.87], [-7.82, -2.79, 1.91], [-7.25, -1.78, 1.56], [-7.79, -0.78, 1.14], [-5.78, -1.77, 1.66], [-5.09, -0.70, 1.16], [-3.72, -0.74, 1.28], [-2.99, -1.77, 1.93], [-1.74, -1.64, 2.08], [-3.77, -2.90, 2.31], [-5.13, -2.87, 2.20], [-3.14, -4.17, 2.71], [-3.87, -5.08, 3.05], [-1.93, -4.24, 2.65], [-2.84, 0.18, 0.72], [-0.87, -0.04, -0.89], [-3.24, 1.17, 0.18], [-5.59, 0.13, 0.67], [-5.70, -3.73, 2.52], [-0.83, -6.32, -0.49], [-1.11, -4.91, -0.62], [-2.33, -4.34, -1.14], [-2.11, -2.86, -0.85], [-2.92, -2.00, -1.10], [-0.89, -2.69, -0.22], [-0.36, -3.92, -0.08], [0.82, -4.20, 0.44], [-1.57, -6.87, -1.06], [-0.89, -6.64, 0.55], [0.15, -6.56, -0.89], [-3.22, -4.70, -0.62], [-2.45, -4.51, -2.21], [1.34, -3.44, 0.88], [1.05, -5.14, 0.70]],
  "gap_ev": 6.0279,
  "homo_energy_ev": -8.1
}



# 8
{
  "formula": "C4H5Cl",
  "method": "ωB97M-V/def2-TZVPD",
  "species": ["C", "C", "Cl", "H", "H", "H", "C", "C", "H", "H"],
  "positions_angstrom": [[-0.04, 1.94, 0.81], [0.01, 0.64, 0.62], [1.17, -0.09, 1.62], [0.41, 2.37, 1.75], [-0.84, 2.57, 0.34], [-0.55, 0.00, -0.06], [-0.23, -2.41, -1.12], [0.10, -1.22, -1.29], [-0.37, -3.41, -0.91], [0.34, -0.39, -1.76]],
  "gap_ev": 10.5360,
  "homo_energy_ev": -9.5,
  "smiles": "C=CCl.C#C"
}



Number 1: total energy -2115.0081 Ha. Number 2: total energy -1033.2930 Ha. Number 3: total energy -2043.7356 Ha. Number 4: total energy -415.8721 Ha. Number 5: total energy -743.5894 Ha. Number 6: total energy -322.3597 Ha. Number 7: total energy -3121.3959 Ha. Number 8: total energy -615.4509 Ha.